No. 1
Entry from the Open Molecules 2025 dataset: the molecule C6H9N (wB97M-V/def2-TZVPD).

Structure (XYZ):
```
16
Properties=species:S:1:pos:R:3:nbo_charge:R:1
C 1.57970 -0.75772 1.04868 -0.638
C 0.19969 -0.53858 0.51715 0.005
C -0.82026 -1.40770 0.45196 -0.075
N -2.06270 -0.79285 0.11127 -0.412
C -1.80843 0.45359 -0.05333 0.112
C -0.33923 0.78369 0.02534 -0.340
C 0.14392 1.04795 -1.41957 -0.581
H 1.68007 -0.25447 2.02040 0.220
H 2.36438 -0.35665 0.39595 0.215
H 1.77383 -1.82253 1.21040 0.223
H -0.80392 -2.47297 0.66532 0.203
H -2.59044 1.17813 -0.28412 0.190
H -0.09771 1.63804 0.67141 0.234
H 1.23450 1.11632 -1.47896 0.211
H -0.28047 1.97079 -1.82776 0.212
H -0.17292 0.21496 -2.05414 0.219
```

The value obtained for the gap between HOMO and LUMO is 9.653 eV. The energy relative to the best compared isomer or geometry (same formula, charge and spin) is 94.3 kJ/mol. The structure (SMILES) is CC1=CN=C[C@@H]1C.


No. 2
Entry from the Open Molecules 2025 dataset: a 2-piece molecular cluster, C3H4NO overall (wB97M-V/def2-TZVPD).

Structure (XYZ):
```
9
Properties=species:S:1:pos:R:3:nbo_charge:R:1
C -0.08819 -0.97465 0.07737 -0.319
C 0.17014 1.06602 -0.06650 0.195
C -1.07933 0.21105 0.18069 0.519
N 0.93939 0.05003 -0.09082 -0.409
O -2.21385 0.40126 0.38387 -0.319
H 0.01262 -1.61515 0.95371 0.267
H -0.23078 -1.59028 -0.81640 0.266
H 0.54284 2.49553 -0.41007 0.325
H 1.94716 -0.04381 -0.21186 0.475
```

The value obtained for the gap between HOMO and LUMO is 9.485 eV. The energy relative to the best compared isomer or geometry (same formula, charge and spin) is 221.0 kJ/mol. Its charge is +1.


No. 3
Entry from the Open Molecules 2025 dataset: C22H37Cl5O4PdSe2Si as an isolated structure (wB97M-V/def2-TZVPD).

Structure (XYZ):
```
72
Properties=species:S:1:pos:R:3:mulliken_spin:R:1
Pd 1.25825 -0.93015 0.10875 1.112
C -1.76032 -0.03235 2.18121 0.005
Se -0.85472 0.69784 0.62978 0.231
C 0.12528 2.19258 1.45709 0.015
C 1.60007 1.90421 1.61773 -0.030
Se 2.36961 1.52521 -0.15491 0.218
C 4.22517 1.81359 0.37999 0.002
H -2.10072 0.79231 2.80268 0.006
H -1.07003 -0.68238 2.71004 -0.003
H -2.61341 -0.59324 1.80700 0.001
H -0.33767 2.41426 2.41777 0.004
H -0.02609 3.04182 0.79182 0.001
H 1.76373 1.02119 2.23549 0.014
H 2.12223 2.76392 2.04053 -0.001
H 4.41876 2.88296 0.37636 0.012
H 4.86471 1.31631 -0.34382 -0.001
H 4.38785 1.39706 1.37039 -0.002
Cl -1.17530 -1.99704 -1.13894 0.020
C -0.05383 -1.61116 -2.40568 -0.001
C 1.20288 -1.15862 -1.99698 0.175
C 2.07860 -0.82689 -3.02818 -0.011
Cl 3.68155 -0.27733 -2.65335 0.004
C 1.74693 -0.96633 -4.37646 0.001
Cl 2.89249 -0.59695 -5.60577 0.003
C 0.48432 -1.43176 -4.72743 -0.003
Cl 0.05940 -1.62537 -6.38123 -0.001
C -0.43586 -1.74638 -3.73112 0.004
Cl -2.01403 -2.29080 -4.14019 0.003
C 1.88887 -4.35142 5.69399 0.000
C 1.30255 -3.24131 4.82495 0.000
C -0.22613 -3.30067 4.86010 0.003
C 1.77082 -1.88002 5.34736 0.001
O 1.81911 -3.46953 3.50404 0.010
Si 1.28164 -2.77861 2.11157 0.051
O 0.98780 -1.22782 2.25693 0.077
O 2.41948 -3.07851 0.91126 0.055
C 3.86029 -3.01652 0.92835 0.016
C 4.44239 -3.88239 2.04377 0.001
C 4.33601 -1.57210 1.08999 0.018
C 4.30795 -3.54959 -0.43104 -0.001
O -0.03231 -3.55027 1.48981 -0.008
C -0.19532 -4.92077 1.09863 -0.005
C 0.71965 -5.87828 1.86742 0.001
C -1.65400 -5.28160 1.37270 0.001
C 0.10657 -5.06016 -0.39765 -0.001
H 1.57516 -4.23316 6.73188 0.000
H 2.97808 -4.31763 5.64474 0.000
H 1.56274 -5.32669 5.32862 0.000
H -0.58500 -3.18152 5.88259 0.000
H -0.58152 -4.25586 4.47645 0.000
H -0.65331 -2.51430 4.23444 -0.002
H 1.36090 -1.69703 6.34196 0.000
H 1.44510 -1.09400 4.66806 0.000
H 2.86131 -1.85475 5.40096 0.000
H 4.09101 -3.53743 3.01260 0.000
H 5.53183 -3.83803 2.01568 0.000
H 4.12991 -4.92032 1.91748 0.000
H 3.89862 -1.13899 1.99319 0.004
H 4.02178 -1.00842 0.21160 -0.006
H 5.42434 -1.53189 1.15963 0.000
H 4.04205 -4.60289 -0.52912 0.001
H 5.38780 -3.44397 -0.54343 0.000
H 3.81234 -2.98481 -1.22352 0.002
H 0.53161 -5.82798 2.93798 0.000
H 1.76910 -5.63162 1.70043 0.000
H 0.53002 -6.89718 1.52960 0.000
H -1.85102 -5.26244 2.44582 0.000
H -1.86873 -6.27955 0.98796 0.000
H -2.31432 -4.56274 0.88559 0.000
H 1.06373 -4.58913 -0.62391 0.005
H -0.66721 -4.58418 -0.99800 0.000
H 0.15374 -6.11596 -0.66899 0.000
```

The value obtained for the gap between HOMO and LUMO (alpha / beta) is 7.976 / 6.943 eV. Its spin multiplicity is 3. The energy relative to the best compared isomer or geometry (same formula, charge and spin) is 14.5 kJ/mol.